# C21H46HfNOP3Se

A molecular structure, C21H46HfNOP3Se (ωB97M-V/def2-TZVPD, OMol25).

CARTESIAN COORDINATES (ANGSTROEM)
Hf1 0.046 0.211 0.210
P1 -1.624 -1.732 0.126
P2 2.226 -0.197 1.806
P3 1.584 -1.406 -1.443
H1 -2.632 3.674 -4.125
C1 -2.645 2.661 -4.523
C2 -3.366 1.602 -4.103
H2 -4.167 1.663 -3.358
C3 -3.221 -1.588 0.944
C4 -0.833 -3.042 1.172
C5 -1.979 -2.738 -1.333
C6 3.557 1.040 1.557
C7 2.011 0.008 3.602
C8 3.252 -1.728 1.882
C9 0.844 -1.705 -3.086
C10 2.234 -3.090 -1.020
C11 3.111 -0.452 -1.782
H3 -2.082 2.561 -5.477
H4 -3.302 0.672 -4.678
H5 -3.800 -0.828 0.405
H6 -3.115 -1.259 1.987
H7 -3.752 -2.554 0.909
H8 -0.658 -2.696 2.195
H9 0.127 -3.357 0.746
H10 -1.482 -3.932 1.221
H11 -2.398 -2.077 -2.101
H12 -2.705 -3.516 -1.066
H13 -1.068 -3.214 -1.705
H14 4.093 1.200 2.502
H15 3.120 1.987 1.217
H16 4.264 0.682 0.800
H17 3.017 0.133 4.034
H18 1.538 -0.880 4.049
H19 1.410 0.897 3.836
H20 3.894 -1.687 2.766
H21 3.885 -1.827 1.000
H22 2.593 -2.596 1.961
H23 1.441 -2.422 -3.677
H24 0.768 -0.754 -3.632
H25 -0.173 -2.099 -2.960
H26 2.873 -3.481 -1.824
H27 1.408 -3.793 -0.872
H28 2.825 -3.058 -0.097
H29 3.626 -0.827 -2.684
H30 3.807 -0.530 -0.931
H31 2.876 0.612 -1.937
C12 0.467 2.605 -2.143
C13 -0.558 1.975 -2.872
C14 -0.283 1.518 -4.158
C15 0.836 1.976 -4.845
C16 1.813 2.680 -4.143
C17 1.658 2.975 -2.795
Se1 0.189 2.813 -0.271
H32 -1.606 0.111 -0.564
H33 -1.556 1.873 -2.424
H34 -1.054 0.903 -4.643
H35 0.917 1.864 -5.940
H36 2.730 3.025 -4.635
H37 2.451 3.518 -2.254
C18 -2.246 1.499 5.232
N1 -1.589 0.803 4.120
C19 -1.383 -0.634 4.357
C20 -1.511 1.335 2.907
C21 -2.038 2.705 2.713
O1 -0.924 0.679 1.949
H38 -2.189 0.845 6.106
H39 -3.293 1.681 4.973
H40 -1.784 2.464 5.475
H41 -0.644 -1.029 3.643
H42 -1.002 -0.746 5.385
H43 -2.345 -1.191 4.285
H44 -1.521 3.382 3.412
H45 -1.854 3.067 1.698
H46 -3.111 2.769 2.922

As for the charge: +4. As for the HOMO-LUMO gap (alpha / beta): 3.46 / 3.44 eV. For the LUMO energy (alpha / beta), the calculation gives -15.929 / -15.931 eV.

In the Löwdin picture, each atom carries the following charge in e: atom 1 (Hf): 0.92, atom 2 (P): 0.71, atom 3 (P): 0.75, atom 4 (P): 0.73, atom 5 (H): 0.09, atom 6 (C): -0.05, atom 7 (C): -0.03, atom 8 (H): 0.08, atom 9 (C): -0.20, atom 10 (C): -0.19, atom 11 (C): -0.21, atom 12 (C): -0.23, atom 13 (C): -0.25, atom 14 (C): -0.23, atom 15 (C): -0.22, atom 16 (C): -0.21, atom 17 (C): -0.23, atom 18 (H): 0.10, atom 19 (H): 0.08, atom 20 (H): 0.07, atom 21 (H): 0.05, atom 22 (H): 0.10, atom 23 (H): 0.04, atom 24 (H): 0.03, atom 25 (H): 0.10, atom 26 (H): 0.07, atom 27 (H): 0.10, atom 28 (H): 0.04, atom 29 (H): 0.08, atom 30 (H): 0.04, atom 31 (H): 0.05, atom 32 (H): 0.08, atom 33 (H): 0.06, atom 34 (H): 0.06, atom 35 (H): 0.09, atom 36 (H): 0.04, atom 37 (H): 0.05, atom 38 (H): 0.09, atom 39 (H): 0.03, atom 40 (H): 0.02, atom 41 (H): 0.09, atom 42 (H): 0.05, atom 43 (H): 0.02, atom 44 (H): 0.09, atom 45 (H): 0.03, atom 46 (H): 0.03, atom 47 (C): -0.58, atom 48 (C): -0.13, atom 49 (C): -0.11, atom 50 (C): 0.03, atom 51 (C): 0.01, atom 52 (C): -0.09, atom 53 (Se): 0.94, atom 54 (H): 0.00, atom 55 (H): 0.08, atom 56 (H): 0.12, atom 57 (H): 0.16, atom 58 (H): 0.15, atom 59 (H): 0.14, atom 60 (C): 0.03, atom 61 (N): -0.09, atom 62 (C): 0.00, atom 63 (C): -0.38, atom 64 (C): 0.04, atom 65 (O): -0.30, atom 66 (H): 0.12, atom 67 (H): 0.12, atom 68 (H): 0.12, atom 69 (H): 0.05, atom 70 (H): 0.12, atom 71 (H): 0.13, atom 72 (H): 0.13, atom 73 (H): 0.05, atom 74 (H): 0.13

# C3H4N3

2 unconnected molecules or ions with the total composition C3H4N3 (ωB97M-V/def2-TZVPD, OMol25).

CARTESIAN COORDINATES (ANGSTROEM)
C1 0.328 -1.053 0.719
C2 1.210 -0.143 -1.217
C3 -0.877 0.430 -0.508
N1 -0.745 -0.379 0.484
N2 1.424 -0.694 -0.030
N3 0.021 0.338 -1.534
H1 0.371 -1.840 1.457
H2 -2.231 2.056 0.990
H3 2.373 -0.946 0.238
H4 -0.170 0.681 -2.472

As for the charge: +1. As for the HOMO-LUMO gap (alpha / beta): 7.53 / 8.21 eV. For the LUMO energy (alpha / beta), the calculation gives -7.031 / -6.263 eV. As for the energy above the lowest of the compared OMol25 structures with the same formula, charge and spin: 438.48 kJ/mol.

In the Löwdin picture, each atom carries the following charge in e: atom 1 (C): -0.03, atom 2 (C): 0.02, atom 3 (C): 0.01, atom 4 (N): 0.13, atom 5 (N): 0.11, atom 6 (N): 0.09, atom 7 (H): 0.16, atom 8 (H): 0.16, atom 9 (H): 0.18, atom 10 (H): 0.17

# C10H15NS

A molecular structure, C10H15NS (ωB97M-V/def2-TZVPD, OMol25).

CARTESIAN COORDINATES (ANGSTROEM)
C1 1.883 0.642 0.112
C2 0.941 -0.251 -0.206
C3 3.193 0.085 0.186
C4 -1.256 -1.095 0.648
C5 -0.544 -0.119 -0.387
C6 4.480 0.866 0.530
C7 -2.600 -1.735 0.300
C8 -0.734 -1.169 1.888
C9 -0.816 -0.356 -1.850
C10 -1.023 1.341 0.004
N1 3.242 -1.188 -0.213
S1 1.802 -1.732 -0.533
H1 5.345 0.305 0.135
H2 4.328 1.886 0.167
H3 4.576 0.884 1.582
H4 -2.814 -2.633 0.857
H5 -2.725 -1.996 -0.696
H6 -3.477 -1.049 0.491
H7 1.707 1.724 0.341
H8 0.253 -0.896 1.888
H9 -0.937 -1.878 2.647
H10 -0.163 -1.186 -2.244
H11 -0.416 0.463 -2.484
H12 -1.972 -0.438 -2.028
H13 -0.704 1.402 1.017
H14 -2.140 1.283 -0.032
H15 -0.654 2.151 -0.544

As for the charge: 0. As for the HOMO-LUMO gap: 9.53 eV. For the LUMO energy, the calculation gives 0.767 eV. As for the energy above the lowest of the compared OMol25 structures with the same formula, charge and spin: 136.90 kJ/mol.

In the Löwdin picture, each atom carries the following charge in e: atom 1 (C): -0.10, atom 2 (C): -0.49, atom 3 (C): -0.41, atom 4 (C): -0.25, atom 5 (C): -0.51, atom 6 (C): -0.03, atom 7 (C): -0.05, atom 8 (C): 0.06, atom 9 (C): -0.07, atom 10 (C): -0.02, atom 11 (N): -0.32, atom 12 (S): 1.03, atom 13 (H): 0.08, atom 14 (H): 0.07, atom 15 (H): 0.05, atom 16 (H): 0.07, atom 17 (H): 0.03, atom 18 (H): 0.10, atom 19 (H): 0.14, atom 20 (H): 0.02, atom 21 (H): 0.06, atom 22 (H): 0.07, atom 23 (H): 0.09, atom 24 (H): 0.12, atom 25 (H): 0.07, atom 26 (H): 0.10, atom 27 (H): 0.06

# C38H92N2O17

7 unconnected molecules or ions with the total composition C38H92N2O17 (ωB97M-V/def2-TZVPD, OMol25).

CARTESIAN COORDINATES (ANGSTROEM)
C1 7.159 6.483 3.904
O1 6.073 6.326 3.033
C2 6.491 5.681 1.864
C3 5.356 5.013 1.124
O2 4.734 3.892 1.841
C4 4.106 4.155 3.067
C5 3.030 3.027 3.319
O3 3.639 1.844 3.746
C6 2.859 0.951 4.492
H1 7.463 5.497 4.254
H2 6.703 7.126 4.657
H3 7.989 6.973 3.395
H4 7.370 5.039 1.815
H5 6.858 6.466 1.202
H6 5.752 4.790 0.134
H7 4.575 5.716 0.833
H8 3.756 5.185 3.002
H9 4.766 4.266 3.928
H10 2.532 2.807 2.374
H11 2.308 3.453 4.015
H12 3.366 0.011 4.714
H13 2.048 0.728 3.799
H14 2.502 1.349 5.442
C7 -0.735 -2.463 -4.234
O4 -0.037 -2.160 -3.098
C8 0.671 -3.291 -2.583
C9 1.436 -2.928 -1.291
O5 2.186 -1.698 -1.249
C10 3.213 -1.542 -2.218
C11 3.634 -0.101 -2.109
O6 4.362 0.062 -0.908
C12 4.143 1.276 -0.189
H15 -1.290 -1.600 -4.603
H16 -1.385 -3.337 -4.252
H17 -0.029 -2.637 -5.046
H18 1.267 -3.868 -3.289
H19 -0.081 -4.019 -2.278
H20 2.096 -3.750 -1.013
H21 0.726 -2.965 -0.465
H22 2.837 -1.877 -3.185
H23 4.064 -2.211 -2.089
H24 2.847 0.633 -2.286
H25 4.353 0.124 -2.896
H26 4.958 1.444 0.516
H27 3.243 1.253 0.425
H28 4.044 2.173 -0.800
C13 3.765 3.137 -3.746
O7 3.053 2.239 -4.518
C14 1.712 2.549 -4.936
C15 1.116 1.346 -5.646
O8 -0.130 1.589 -6.221
C16 -1.229 1.945 -5.362
C17 -2.627 1.894 -6.051
O9 -2.888 2.734 -7.140
C18 -3.010 4.130 -6.819
H29 3.974 4.062 -4.283
H30 4.747 2.766 -3.451
H31 3.209 3.505 -2.884
H32 1.678 3.430 -5.578
H33 1.054 2.791 -4.101
H34 0.874 0.483 -5.025
H35 1.757 0.949 -6.433
H36 -1.044 2.898 -4.867
H37 -1.330 1.322 -4.473
H38 -3.470 2.026 -5.373
H39 -2.670 0.864 -6.405
H40 -2.054 4.572 -6.541
H41 -3.833 4.417 -6.165
H42 -3.261 4.743 -7.685
C19 -4.243 0.524 -2.057
O10 -4.678 -0.841 -1.763
C20 -3.655 -1.758 -1.417
C21 -4.250 -3.151 -1.173
O11 -5.049 -3.610 -2.201
C22 -5.263 -5.021 -2.249
C23 -5.753 -5.555 -3.600
O12 -4.806 -5.654 -4.594
C24 -5.282 -5.965 -5.891
H43 -3.307 0.480 -2.614
H44 -3.859 0.943 -1.127
H45 -5.030 1.050 -2.597
H46 -3.053 -1.614 -0.520
H47 -2.900 -1.687 -2.201
H48 -4.710 -3.298 -0.195
H49 -3.324 -3.718 -1.079
H50 -6.057 -5.211 -1.526
H51 -4.370 -5.550 -1.918
H52 -6.635 -5.030 -3.966
H53 -6.178 -6.529 -3.358
H54 -4.509 -5.976 -6.661
H55 -5.954 -5.141 -6.129
H56 -5.884 -6.872 -5.946
C25 -1.559 -4.324 1.342
O13 -0.887 -4.687 0.162
C26 -0.478 -6.062 0.090
C27 0.313 -6.527 1.298
O14 -0.434 -6.626 2.501
C28 0.305 -7.285 3.560
C29 -0.303 -6.851 4.872
O15 -1.674 -7.203 5.015
C30 -2.139 -6.807 6.317
H57 -0.911 -3.986 2.151
H58 -2.174 -5.097 1.803
H59 -2.106 -3.394 1.189
H60 0.084 -6.264 -0.822
H61 -1.383 -6.659 -0.016
H62 1.210 -5.913 1.383
H63 0.631 -7.547 1.082
H64 1.316 -6.876 3.576
H65 0.143 -8.355 3.430
H66 -0.131 -5.784 5.008
H67 0.303 -7.296 5.661
H68 -1.396 -6.896 7.110
H69 -3.008 -7.206 6.839
H70 -2.501 -5.779 6.311
C31 -1.833 7.151 5.680
C32 -2.263 5.931 4.876
C33 -1.183 5.026 4.295
O16 -0.142 4.558 5.169
C34 -0.339 3.329 5.829
N1 -3.316 5.201 5.638
H71 -0.985 7.643 5.205
H72 -1.573 7.011 6.729
H73 -2.602 7.923 5.699
H74 -2.847 6.269 4.020
H75 -0.827 5.485 3.373
H76 -1.766 4.166 3.965
H77 -1.366 3.204 6.173
H78 0.372 3.168 6.639
H79 -0.114 2.583 5.066
H80 -3.069 5.054 6.606
H81 -4.095 5.843 5.663
C35 0.444 2.178 -0.315
C36 0.401 0.610 -0.462
C37 -0.628 -0.018 0.549
O17 -0.324 0.435 1.871
C38 -1.094 -0.214 2.855
N2 0.024 0.330 -1.875
H82 -0.546 2.610 -0.460
H83 1.097 2.672 -1.035
H84 0.808 2.484 0.666
H85 1.350 0.162 -0.169
H86 -0.611 -1.103 0.449
H87 -1.614 0.303 0.212
H88 -1.222 0.453 3.708
H89 -0.588 -1.049 3.340
H90 -2.069 -0.568 2.521
H91 0.541 0.751 -2.633
H92 0.154 -0.658 -2.042

As for the charge: -1. As for the HOMO-LUMO gap (alpha / beta): 1.28 / 8.84 eV. For the LUMO energy (alpha / beta), the calculation gives 2.169 / 2.112 eV. Its spin multiplicity is 2.

Results of the Löwdin charge analysis, in e, for atoms 1 through 99: atom 1 (C): -0.11, atom 2 (O): -0.19, atom 3 (C): -0.26, atom 4 (C): -0.16, atom 5 (O): -0.14, atom 6 (C): -0.18, atom 7 (C): -0.17, atom 8 (O): -0.19, atom 9 (C): -0.14, atom 10 (H): 0.09, atom 11 (H): 0.09, atom 12 (H): 0.08, atom 13 (H): 0.13, atom 14 (H): 0.12, atom 15 (H): 0.12, atom 16 (H): 0.12, atom 17 (H): 0.11, atom 18 (H): 0.11, atom 19 (H): 0.11, atom 20 (H): 0.11, atom 21 (H): 0.07, atom 22 (H): 0.08, atom 23 (H): 0.07, atom 24 (C): -0.15, atom 25 (O): -0.21, atom 26 (C): -0.18, atom 27 (C): -0.15, atom 28 (O): -0.16, atom 29 (C): -0.17, atom 30 (C): -0.21, atom 31 (O): -0.16, atom 32 (C): -0.08, atom 33 (H): 0.09, atom 34 (H): 0.09, atom 35 (H): 0.08, atom 36 (H): 0.12, atom 37 (H): 0.11, atom 38 (H): 0.12, atom 39 (H): 0.10, atom 40 (H): 0.12, atom 41 (H): 0.12, atom 42 (H): 0.11, atom 43 (H): 0.12, atom 44 (H): 0.09, atom 45 (H): 0.07, atom 46 (H): 0.07, atom 47 (C): -0.15, atom 48 (O): -0.19, atom 49 (C): -0.17, atom 50 (C): -0.20, atom 51 (O): -0.13, atom 52 (C): -0.17, atom 53 (C): -0.20, atom 54 (O): -0.17, atom 55 (C): -0.11, atom 56 (H): 0.08, atom 57 (H): 0.09, atom 58 (H): 0.08, atom 59 (H): 0.13, atom 60 (H): 0.11, atom 61 (H): 0.12, atom 62 (H): 0.13, atom 63 (H): 0.11, atom 64 (H): 0.11, atom 65 (H): 0.12, atom 66 (H): 0.12, atom 67 (H): 0.08, atom 68 (H): 0.08, atom 69 (H): 0.08, atom 70 (C): -0.07, atom 71 (O): -0.18, atom 72 (C): -0.20, atom 73 (C): -0.22, atom 74 (O): -0.11, atom 75 (C): -0.16, atom 76 (C): -0.24, atom 77 (O): -0.18, atom 78 (C): -0.10, atom 79 (H): 0.06, atom 80 (H): 0.07, atom 81 (H): 0.08, atom 82 (H): 0.10, atom 83 (H): 0.11, atom 84 (H): 0.13, atom 85 (H): 0.11, atom 86 (H): 0.12, atom 87 (H): 0.12, atom 88 (H): 0.12, atom 89 (H): 0.12, atom 90 (H): 0.09, atom 91 (H): 0.08, atom 92 (H): 0.08, atom 93 (C): -0.13, atom 94 (O): -0.21, atom 95 (C): -0.19, atom 96 (C): -0.23, atom 97 (O): -0.17, atom 98 (C): -0.19, atom 99 (C): -0.28

Number 1: largest force on an atom 3.2 eV/A, total energy -120537.6915 eV. Number 2: largest force on an atom 2.8 eV/A, total energy -7631.7616 eV. Number 3: largest force on an atom 3.4 eV/A, total energy -22936.9460 eV. Number 4: largest force on an atom 2.7 eV/A, total energy -78670.8455 eV.